1.
A molecular structure, C7H14AlClI2NOP in a non-equilibrium geometry, computed with ωB97M-V with the def2-TZVPD basis set.

Maximum force ... 0.0770 hartree/bohr
Multiplicity ... 1
Total charge ... +2
HOMO level (alpha / beta) ... -0.552 / -0.552 hartree
Relative energy (zero: lowest compared OMol25 entry of this formula, charge and spin) ... 0.0 kcal/mol

Geometry (Å):
1 I -2.0061 -1.5442 -0.1204
2 I -1.9561 1.4033 -0.0002
3 Al 1.3897 -0.0729 0.1386
4 P 0.3666 -0.0111 -2.1544
5 C -1.1820 0.0006 -3.1915
6 C 1.1889 1.3733 -3.0301
7 H 2.1831 -1.5469 -2.6531
8 H 1.3185 -1.0798 -4.1452
9 H 0.5933 -2.2615 -3.0224
10 C 1.1995 -1.3545 -3.0875
11 H 2.1686 1.5575 -2.5768
12 H 1.3203 1.1394 -4.1003
13 H -1.0056 0.0147 -4.2796
14 H -1.8038 0.8670 -2.9599
15 H 0.5701 2.2738 -2.9357
16 H -1.8026 -0.8731 -2.9854
17 C -3.6891 -0.1008 -0.1897
18 O -4.6858 0.0080 0.4288
19 Cl 3.4921 -0.0282 -0.1155
20 C 0.6059 0.3811 5.4258
21 C -0.2880 -0.2893 4.3558
22 C 0.3084 -0.1516 3.0457
23 N 0.8623 -0.1764 2.0055
24 H 1.6261 -0.0083 5.4082
25 H 0.2440 0.2193 6.4455
26 H 0.6610 1.4679 5.3046
27 H -0.3811 -1.3696 4.6001
28 H -1.2981 0.1622 4.3891

2.
A single C18H14O8 molecule in a non-equilibrium geometry, computed with ωB97M-V with the def2-TZVPD basis set.

Maximum force ... 0.1174 hartree/bohr
Multiplicity ... 1
HOMO level ... -0.317 hartree
Structure (SMILES) ... O=C1O[C@@H](c2ccc(O)c(O)c2)[C@H](C(=O)O)/C1=C\c1ccc(O)c(O)c1

Geometry (Å):
1 O 0.0445 -0.2648 -3.9899
2 O 2.2854 2.6762 0.0087
3 O 1.4517 3.1270 -2.0939
4 O 3.5151 -2.1949 3.6214
5 O -5.4660 -1.0351 0.8790
6 O 4.6137 -0.1623 2.3589
7 O -3.6112 0.2875 2.5775
8 O -0.8994 1.5030 -2.7186
9 C -0.0590 0.3906 -2.9325
10 C 1.5058 2.4572 -0.8974
11 C 1.6375 -0.9507 -1.5665
12 C 0.8567 0.1320 -1.8341
13 C 1.8801 -2.7133 1.8262
14 C -3.9627 -0.3909 -0.9021
15 C 1.4913 -2.2453 0.5044
16 C 3.0215 -0.4865 0.5304
17 C -2.8505 0.2213 -1.4494
18 C -2.2296 0.9571 0.6734
19 C 2.8990 -1.9072 2.4408
20 C -4.2577 -0.3508 0.4512
21 C 3.4951 -0.8188 1.8546
22 C -3.3109 0.2597 1.2854
23 C 2.0515 -1.2300 -0.1781
24 C -1.9783 0.9206 -0.6980
25 C 0.5169 1.3270 -0.8739
26 C -0.8540 1.6832 -1.2887
27 H 1.9381 3.9475 -2.0890
28 H 4.3353 -1.6164 3.6000
29 H -6.0282 -0.9456 0.1086
30 H 4.9303 0.6166 1.8228
31 H -4.4146 -0.2242 2.8438
32 H 1.6484 -1.6514 -2.3072
33 H 1.2806 -3.5624 2.1680
34 H -4.6607 -0.9132 -1.6252
35 H 0.7350 -2.8551 0.0073
36 H 3.4269 0.4749 0.0481
37 H -2.7142 0.1990 -2.5249
38 H -1.4849 1.5530 1.3213
39 H 0.3562 1.0483 0.1659
40 H -1.1348 2.7369 -1.1287

3.
A molecular structure, C30H51Cl2HfN2PS in a non-equilibrium geometry, computed with ωB97M-V with the def2-TZVPD basis set.

Maximum force ... 0.0876 hartree/bohr
Multiplicity ... 1
HOMO level ... -0.208 hartree
Relative energy (zero: lowest compared OMol25 entry of this formula, charge and spin) ... 9.2 kcal/mol

Geometry (Å):
1 P 0.3617 -1.7573 0.4669
2 C 2.1802 -1.9096 0.5791
3 C 2.6370 -3.1921 1.2806
4 C 4.1570 -3.1390 1.4914
5 C 4.9408 -2.8493 0.2092
6 C 4.4103 -1.6366 -0.5563
7 C 2.8930 -1.6794 -0.7668
8 C -0.3578 -2.6470 -0.9564
9 C -0.0185 -4.1324 -0.9227
10 C -0.8759 -4.8408 -1.9834
11 C -0.7198 -4.2360 -3.3813
12 C -0.8701 -2.7105 -3.4059
13 C -0.0434 -2.0085 -2.3255
14 C -0.4522 -2.2809 2.0218
15 C 0.0779 -1.4426 3.1976
16 C -0.5761 -1.8858 4.5110
17 C -2.1078 -1.8645 4.4613
18 C -2.6617 -2.5610 3.2155
19 C -1.9771 -2.1189 1.9157
20 H 2.4212 -1.0487 1.2402
21 H 2.3738 -4.0725 0.6753
22 H 2.1166 -3.3130 2.2438
23 H 4.4933 -4.0867 1.9181
24 H 4.3821 -2.3575 2.2278
25 H 6.0008 -2.7030 0.4466
26 H 4.8839 -3.7296 -0.4411
27 H 4.6633 -0.7205 -0.0090
28 H 4.8991 -1.5794 -1.5327
29 H 2.5525 -0.7462 -1.2429
30 H 2.6567 -2.5010 -1.4612
31 H -1.4458 -2.5382 -0.7774
32 H -1.9292 -4.7739 -1.6834
33 H -0.1987 -4.5484 0.0815
34 H 1.0488 -4.2856 -1.1444
35 H -0.6169 -5.9017 -2.0084
36 H -1.4487 -4.6888 -4.0638
37 H 0.2733 -4.4982 -3.7651
38 H -0.5757 -2.3248 -4.3871
39 H -1.9260 -2.4499 -3.2576
40 H -0.2575 -0.9284 -2.3194
41 H 1.0256 -2.1159 -2.5567
42 H -0.1740 -3.3475 2.1436
43 H 1.1707 -1.5291 3.2779
44 H -0.1526 -0.3862 2.9908
45 H -0.2440 -2.9047 4.7483
46 H -0.2139 -1.2431 5.3181
47 H -2.4412 -0.8206 4.4563
48 H -2.5159 -2.3366 5.3635
49 H -3.7354 -2.3770 3.1250
50 H -2.5362 -3.6451 3.3282
51 H -2.3752 -2.6975 1.0704
52 H -2.1897 -1.0574 1.7151
53 Hf -0.4264 2.6198 -0.4150
54 Cl -2.1964 1.0887 -0.4925
55 Cl 0.3386 2.2485 1.7600
56 C 1.1384 1.7908 -1.5620
57 H 2.0775 1.3564 -1.1830
58 C 0.9806 1.8311 -2.9822
59 C -0.3101 1.6505 -3.6042
60 C -0.5014 1.8855 -4.9662
61 C 0.5798 2.2791 -5.7695
62 C 1.8691 2.3700 -5.2156
63 C 2.0780 2.1002 -3.8755
64 H -1.1540 1.3051 -2.9817
65 H -1.4967 1.7664 -5.4027
66 H 2.7174 2.6583 -5.8472
67 H 3.0754 2.1329 -3.4270
68 H 0.4225 2.4968 -6.8249
69 C 0.6239 5.5719 1.5153
70 N -0.8264 5.4265 1.7081
71 C -1.3402 5.5883 3.0724
72 C -1.6526 5.0174 0.7318
73 S -1.0642 4.8904 -0.9389
74 N -3.0051 4.8952 1.0226
75 C -3.7359 6.1399 1.3361
76 C -3.8321 3.9253 0.2896
77 H 0.9794 6.2279 2.3204
78 H 0.8356 6.0113 0.5328
79 H 1.1324 4.5963 1.6009
80 H -1.7941 6.5925 3.1835
81 H -2.0898 4.8106 3.3071
82 H -0.4843 5.4947 3.7532
83 H -4.4941 6.3265 0.5550
84 H -4.2451 6.0238 2.3083
85 H -3.0333 6.9827 1.3731
86 H -3.7372 4.0555 -0.7990
87 H -3.5388 2.9029 0.5488
88 H -4.8727 4.0890 0.5961

4.
A molecular structure, C11H23Li2NO10 in a non-equilibrium geometry, computed with ωB97M-V with the def2-TZVPD basis set.

Maximum force ... 0.1234 hartree/bohr
Multiplicity ... 1
HOMO level ... -0.249 hartree

Geometry (Å):
1 Li -6.2728 -10.0734 5.3441
2 Li -9.4749 -8.3182 3.3860
3 C -5.9571 -9.4095 11.1448
4 C -5.4649 -8.6109 12.4376
5 N -4.0137 -8.0315 12.4843
6 C -3.0184 -9.1768 12.0639
7 C -3.8440 -6.8130 11.5732
8 C -4.4845 -5.5020 12.0867
9 C -3.6263 -7.8721 13.9858
10 C -2.1871 -7.2293 14.1676
11 O -2.0644 -5.9196 13.7972
12 C -2.4900 -5.0245 14.8837
13 H -5.4910 -10.3914 11.0628
14 H -5.6700 -8.9246 10.2117
15 H -7.0228 -9.6340 11.1892
16 H -5.5897 -9.2243 13.3299
17 H -6.1392 -7.7811 12.6494
18 H -3.0304 -10.0464 12.7210
19 H -2.0464 -8.6841 12.0880
20 H -3.3062 -9.5609 11.0853
21 H -4.2099 -7.1284 10.5960
22 H -2.7644 -6.8202 11.4234
23 H -5.5684 -5.5326 11.9755
24 H -4.1623 -4.6971 11.4261
25 H -4.3025 -5.3306 13.1477
26 H -3.5247 -8.8640 14.4263
27 H -4.4472 -7.3078 14.4282
28 H -1.3516 -7.7458 13.6951
29 H -2.0085 -7.3129 15.2396
30 H -3.5246 -5.3508 14.9896
31 H -2.5892 -4.0302 14.4484
32 H -1.7413 -5.0889 15.6732
33 O -7.7721 -5.6338 7.2077
34 C -8.1281 -6.2817 6.1100
35 O -9.3573 -6.3693 5.8067
36 O -7.3103 -6.9342 5.4355
37 H -8.6548 -5.2995 7.3833
38 O -1.5623 -11.5498 5.0205
39 C -2.8345 -11.2865 5.1328
40 O -3.1214 -10.6745 6.1467
41 O -3.6121 -11.7853 4.2836
42 H -1.4689 -10.9313 5.7487
43 O -10.1439 -13.2344 5.1970
44 C -9.1956 -12.3771 5.2919
45 O -8.9298 -11.4984 4.4326
46 O -8.5161 -12.3402 6.2979
47 H -9.9054 -13.6588 6.0244